Computed, not measured: C36H48BrCl3GeInN6O4S2 as an isolated structure, with ωB97M-V/def2-TZVPD.

## Properties
Multiplicity: 2
Energy above the lowest of the compared OMol25 structures with the same formula, charge and spin in kcal per mole: 0.0
Frontier orbital gap (spin up / spin down) in eV: 7.058 / 6.562
Energy in hartree: -9048.38527
Highest occupied orbital energy (spin up / spin down) in eV: -7.12 / -7.91

Element x y z (Å)
In1 0.551 -0.561 0.370
C1 3.508 -1.305 3.826
C2 2.591 -0.587 2.866
N1 1.825 -1.275 2.071
N2 1.864 -2.650 2.262
C3 1.258 -3.392 1.411
S1 0.363 -2.974 -0.027
S2 1.369 -5.130 1.791
C4 2.253 -5.667 0.283
C5 3.517 -4.886 0.056
C6 4.592 -4.998 0.934
C7 5.738 -4.245 0.748
C8 5.830 -3.364 -0.323
C9 4.768 -3.250 -1.207
C10 3.615 -4.004 -1.015
C11 2.587 0.884 2.891
C12 3.325 1.501 3.930
C13 3.346 2.857 4.134
C14 2.609 3.680 3.278
C15 1.888 3.131 2.251
C16 1.857 1.739 2.016
O1 1.162 1.343 0.977
H1 3.546 -2.361 3.596
H2 3.141 -1.187 4.847
H3 4.510 -0.881 3.775
H4 1.585 -5.594 -0.573
H5 2.461 -6.720 0.474
H6 4.517 -5.671 1.780
H7 6.565 -4.341 1.441
H8 6.730 -2.782 -0.474
H9 4.842 -2.580 -2.056
H10 2.783 -3.916 -1.704
H11 3.883 0.884 4.615
H12 3.915 3.275 4.953
H13 2.601 4.753 3.424
H14 1.306 3.750 1.582
N3 2.731 -0.353 -0.720
C17 2.561 0.646 -1.788
C18 3.784 0.674 -2.708
C19 3.737 1.574 -3.942
C20 3.468 3.056 -3.649
N4 2.057 3.400 -3.474
C21 1.103 3.207 -4.371
N5 -0.170 3.380 -4.025
N6 1.408 2.930 -5.645
C22 1.191 0.398 -2.461
O2 1.064 0.492 -3.676
O3 0.229 0.152 -1.645
H15 3.422 -0.049 -0.041
H16 3.053 -1.238 -1.103
H17 2.440 1.607 -1.274
H18 3.973 -0.350 -3.046
H19 4.645 0.958 -2.093
H20 2.972 1.179 -4.605
H21 4.698 1.504 -4.457
H22 3.903 3.685 -4.430
H23 3.948 3.354 -2.717
H24 1.729 3.583 -2.528
H25 -0.424 3.383 -3.041
H26 -0.894 3.067 -4.648
H27 2.359 2.748 -5.906
H28 0.689 2.626 -6.276
C23 -6.358 1.172 4.448
C24 -6.164 -0.244 3.889
C25 -5.983 -1.231 5.051
C26 -7.425 -0.637 3.118
C27 -4.919 -0.261 3.005
C28 -3.674 0.012 3.562
C29 -2.558 0.053 2.760
Br1 -0.901 0.404 3.605
C30 -2.600 -0.156 1.370
O4 -1.509 0.022 0.587
C31 -3.829 -0.550 0.817
C32 -4.950 -0.554 1.653
C33 -4.057 -1.050 -0.622
C34 -4.660 -2.465 -0.540
C35 -2.802 -1.174 -1.491
C36 -5.050 -0.120 -1.336
H29 -7.231 1.205 5.104
H30 -6.505 1.889 3.639
H31 -5.489 1.493 5.025
H32 -6.889 -1.265 5.660
H33 -5.156 -0.941 5.700
H34 -5.781 -2.236 4.676
H35 -8.287 -0.587 3.785
H36 -7.357 -1.657 2.733
H37 -7.612 0.038 2.281
H38 -3.561 0.210 4.619
H39 -5.896 -0.819 1.207
H40 -3.979 -3.140 -0.019
H41 -4.818 -2.852 -1.549
H42 -5.619 -2.484 -0.022
H43 -2.060 -1.826 -1.029
H44 -2.334 -0.219 -1.706
H45 -3.095 -1.625 -2.442
H46 -6.011 -0.075 -0.823
H47 -5.229 -0.484 -2.351
H48 -4.651 0.892 -1.402
Cl1 -2.301 3.176 1.446
Ge1 -1.190 2.139 -0.133
Cl2 -2.661 2.314 -1.827
Cl3 0.173 3.893 -0.916

***

Computed, not measured: C21H20ClN4O3Re as an isolated structure at a distorted geometry, with ωB97M-V/def2-TZVPD.

## Properties
Multiplicity: 4
Energy above the lowest of the compared OMol25 structures with the same formula, charge and spin in kcal per mole: 20.2
Frontier orbital gap (spin up / spin down) in eV: 5.747 / 4.842
Energy in hartree: -1794.43013
Highest occupied orbital energy (spin up / spin down) in eV: -16.82 / -16.71
Total charge: +3

Element x y z (Å)
Re1 0.159 0.123 0.875
Cl1 0.371 -5.043 -4.291
C1 -0.008 -3.852 -3.148
C2 -1.286 -3.836 -2.535
C3 -1.594 -2.904 -1.587
C4 -0.654 -1.920 -1.186
O1 -0.995 -1.063 -0.282
C5 0.625 -1.899 -1.857
C6 1.508 -0.795 -1.694
N1 1.362 0.148 -0.803
C7 2.049 1.380 -0.919
C8 3.227 1.633 -1.592
C9 3.702 2.947 -1.703
C10 2.996 4.004 -1.185
C11 1.793 3.783 -0.477
C12 0.988 4.804 0.072
C13 -0.186 4.473 0.713
C14 -0.533 3.134 0.874
N2 0.228 2.140 0.413
C15 1.355 2.452 -0.309
C16 0.920 -2.875 -2.812
H1 -2.022 -4.572 -2.826
H2 -2.568 -2.884 -1.118
H3 2.293 -0.695 -2.440
H4 3.807 0.833 -2.031
H5 4.633 3.122 -2.221
H6 3.353 5.015 -1.329
H7 1.296 5.837 -0.026
H8 -0.833 5.240 1.114
H9 -1.441 2.853 1.392
H10 1.886 -2.866 -3.300
O2 0.744 -2.072 1.518
H11 0.066 -2.673 1.855
H12 1.611 -2.460 1.694
N3 -0.372 0.294 2.754
C17 -0.420 0.261 3.931
N4 -0.449 0.197 5.200
C18 -1.457 0.853 6.045
C19 -0.750 1.946 6.873
O3 0.336 1.405 7.573
C20 1.317 0.857 6.742
C21 0.719 -0.315 5.939
H13 -1.865 0.103 6.725
H14 -2.256 1.271 5.435
H15 -1.444 2.344 7.611
H16 -0.431 2.759 6.206
H17 2.118 0.485 7.380
H18 1.727 1.608 6.051
H19 0.371 -1.072 6.644
H20 1.447 -0.748 5.254

***

Computed, not measured: C4H7NO2 as an isolated structure, with ωB97M-V/def2-TZVPD.

## Properties
Multiplicity: 1
Energy above the lowest of the compared OMol25 structures with the same formula, charge and spin in kcal per mole: 89.0
Frontier orbital gap in eV: 8.902
Energy in hartree: -361.73898
Highest occupied orbital energy in eV: -8.06

Element x y z (Å)
O1 0.050 -1.366 1.336
N1 -0.580 -0.221 0.783
C1 -0.300 -0.012 -0.611
C2 -0.299 1.480 -0.383
C3 0.100 1.069 1.053
C4 0.244 -0.824 -1.509
O2 0.508 -2.148 -1.327
H1 -0.665 -1.767 1.851
H2 -1.304 1.913 -0.398
H3 0.396 2.091 -0.960
H4 1.185 0.919 1.124
H5 -0.280 1.637 1.906
H6 0.523 -0.456 -2.492
H7 0.421 -2.314 -0.372

***

Computed, not measured: C19H39Br16IN3 as an isolated structure at a distorted geometry, with ωB97M-V/def2-TZVPD.

## Properties
Multiplicity: 1
Energy above the lowest of the compared OMol25 structures with the same formula, charge and spin in kcal per mole: 41.4
Frontier orbital gap in eV: 5.937
Energy in hartree: -42393.19752
Highest occupied orbital energy in eV: -10.71
Total charge: +1

Element x y z (Å)
N1 2.746 2.320 -2.225
C1 1.477 2.464 -1.942
N2 0.829 3.600 -1.441
C2 -0.312 3.676 -2.404
C3 -0.759 2.204 -2.276
N3 0.559 1.461 -2.160
I1 0.835 0.691 -4.110
H1 3.225 3.053 -2.752
H2 3.233 1.462 -2.002
H3 0.376 3.380 -0.544
H4 0.206 3.715 -3.368
H5 -1.040 4.445 -2.178
H6 -1.434 1.799 -3.018
H7 -1.160 2.124 -1.255
Br1 -0.759 2.630 2.095
C4 -2.419 1.904 1.369
C5 -3.287 1.324 2.451
Br2 -2.628 -0.410 3.036
H8 -2.141 1.176 0.612
H9 -2.915 2.750 0.895
H10 -4.291 1.136 2.074
H11 -3.347 1.954 3.332
Br3 1.059 -5.876 -3.220
C6 2.147 -4.352 -2.605
C7 1.364 -3.315 -1.826
Br4 0.296 -2.174 -3.010
H12 2.618 -3.933 -3.489
H13 2.907 -4.802 -1.968
H14 2.042 -2.630 -1.321
H15 0.683 -3.747 -1.101
Br5 3.300 7.061 -1.614
C8 4.277 5.606 -0.768
C9 5.625 5.408 -1.393
Br6 5.470 4.508 -3.112
H16 3.645 4.725 -0.836
H17 4.378 5.895 0.276
H18 6.239 4.751 -0.780
H19 6.155 6.338 -1.573
Br7 -7.190 -3.721 6.613
C10 -5.587 -3.261 5.612
C11 -5.445 -1.771 5.448
Br8 -6.655 -1.084 4.086
H20 -5.645 -3.786 4.664
H21 -4.760 -3.659 6.196
H22 -4.447 -1.519 5.095
H23 -5.654 -1.222 6.360
Br9 -3.425 5.728 2.057
C12 -2.202 6.038 3.542
C13 -1.295 7.208 3.275
Br10 0.120 6.731 2.027
H24 -1.662 5.110 3.704
H25 -2.841 6.238 4.399
H26 -0.784 7.511 4.186
H27 -1.814 8.063 2.853
Br11 -5.104 -4.700 -1.729
C14 -3.629 -5.423 -0.687
C15 -2.434 -4.510 -0.716
Br12 -1.471 -4.634 -2.411
H28 -3.414 -6.409 -1.086
H29 -4.015 -5.520 0.325
H30 -1.710 -4.807 0.042
H31 -2.696 -3.465 -0.574
Br13 8.454 4.374 0.452
C16 8.332 2.735 1.492
C17 7.853 1.589 0.641
Br14 5.931 1.709 0.319
H32 7.679 2.940 2.333
H33 9.340 2.548 1.856
H34 7.999 0.642 1.156
H35 8.334 1.551 -0.330
Br15 -0.500 -8.045 -3.210
C18 -2.077 -8.890 -3.998
C19 -3.014 -9.408 -2.941
Br16 -2.357 -11.060 -2.151
H36 -1.719 -9.668 -4.665
H37 -2.556 -8.106 -4.582
H38 -3.978 -9.662 -3.376
H39 -3.161 -8.707 -2.125

***

Computed, not measured: one molecule with the formula C14H18N3O5P at a distorted geometry, with ωB97M-V/def2-TZVPD.

## Properties
Multiplicity: 1
Frontier orbital gap in eV: 8.641
Energy in hartree: -1426.12768
Highest occupied orbital energy in eV: -9.66
SMILES: [H]/N=C(/C)CN1C(=O)c2c(CCCN)ccc(P(=O)(O)O)c2C1=O

Element x y z (Å)
H1 -0.928 1.726 -0.362
N1 -1.719 1.423 -0.943
C1 -1.357 1.363 -2.168
C2 -2.297 0.901 -3.323
C3 0.127 1.744 -2.533
N2 1.106 0.621 -2.401
C4 1.849 0.821 -1.167
O1 2.682 1.647 -0.964
C5 1.225 -0.276 -0.255
C6 1.267 -0.484 1.174
C7 2.056 0.500 2.096
C8 1.142 0.773 3.386
C9 1.397 2.206 4.022
N3 0.146 3.020 3.889
C10 0.533 -1.612 1.786
C11 -0.243 -2.530 0.961
C12 -0.278 -2.291 -0.495
P1 -1.309 -3.438 -1.512
O2 -0.568 -4.689 -1.798
O3 -1.930 -2.675 -2.828
O4 -2.628 -3.827 -0.551
C13 0.443 -1.199 -1.097
C14 0.584 -0.719 -2.576
O5 0.383 -1.269 -3.611
H2 -3.105 1.659 -3.450
H3 -2.699 -0.107 -3.033
H4 -1.681 0.778 -4.253
H5 0.240 2.204 -3.547
H6 0.444 2.536 -1.799
H7 3.028 0.021 2.383
H8 2.256 1.444 1.522
H9 0.089 0.768 2.990
H10 1.309 -0.082 4.084
H11 2.277 2.731 3.575
H12 1.571 2.058 5.123
H13 0.013 3.115 2.873
H14 -0.642 2.437 4.193
H15 0.573 -1.767 2.889
H16 -0.804 -3.354 1.448
H17 -1.657 -3.186 -3.615
H18 -2.896 -2.991 -0.114